Record 1
3 unconnected molecules or ions with the total composition C39H89IN7O3P2. Source: OMol25; level of theory: ωB97M-V with the def2-TZVPD basis set.

```
141
Properties=species:S:1:pos:R:3
C 2.97 5.67 1.16
H -5.78 -8.81 -0.61
H 1.80 4.10 -0.94
H -2.11 -9.98 -1.53
C 7.49 -4.46 -2.60
C 3.41 -4.90 -3.08
H -3.26 -8.75 -2.05
C -2.91 -6.64 2.83
H -2.23 -7.48 2.88
C -1.31 -8.66 0.65
N -5.35 8.35 3.24
H 7.69 -2.21 -3.36
H 9.31 -2.99 -2.79
N -3.83 9.98 4.17
H -1.93 10.08 5.14
H -0.53 -3.26 -2.67
H -5.84 9.82 1.79
H -1.85 -3.30 -0.54
C 2.74 -4.38 -1.68
H 6.97 -5.73 -7.23
C 0.73 4.42 -1.29
H -1.11 2.36 3.09
H -5.32 -9.50 2.32
H -4.37 11.32 2.60
H -4.28 -10.07 1.01
O -2.44 -6.26 -0.75
C -2.35 -8.91 -1.46
H -0.82 9.24 1.43
C -1.68 0.28 1.44
H 0.49 3.72 1.96
C -2.60 1.64 1.39
H 0.05 -4.85 -1.82
N -4.69 -7.97 1.01
O -3.53 6.95 2.83
C 2.88 6.57 -0.22
H -2.43 -5.86 3.44
H -6.20 -7.13 -0.20
H -4.14 10.00 0.79
H -1.54 -8.34 -1.93
H 7.05 -2.51 -5.42
H 2.11 -5.30 -1.25
H -2.63 2.16 0.33
N -3.14 -6.17 1.48
C -3.70 11.25 3.46
H -3.91 8.25 0.52
H -0.74 -9.52 0.28
H -2.01 -0.37 2.37
P -3.48 -7.06 0.07
H -3.69 1.32 1.69
H -1.83 0.14 -0.85
C 7.29 -6.09 -6.16
C 5.39 -4.86 -4.82
H 0.74 7.28 0.41
C -1.46 8.54 1.99
C -1.79 4.22 1.94
C -6.22 9.39 2.71
H 4.93 -4.22 -5.72
C 8.14 -2.92 -2.55
C -6.07 7.62 4.29
H -0.67 -7.78 0.58
C -4.45 -9.24 1.70
H -6.40 10.19 3.43
H 3.34 5.91 -1.10
C 1.35 7.02 -0.59
H -2.68 9.44 0.06
H 6.56 -6.99 -5.89
H -3.61 -9.19 2.40
H 1.75 -2.84 -3.04
H 8.06 -2.42 -1.50
H -0.36 -3.83 0.51
N -2.57 -8.50 -0.06
C 7.01 -4.87 -5.05
P -3.67 8.36 3.46
H -0.62 6.25 -1.47
H 2.65 -4.78 -3.99
H 0.22 -0.99 -0.87
C -1.84 -0.63 0.05
C -0.46 -1.52 -0.06
H 7.59 -6.13 -0.90
H -3.83 -4.40 0.54
H 5.77 -3.63 -1.35
H -5.53 6.71 4.57
H -4.86 -4.99 1.86
C 0.07 -3.66 -1.72
H 0.11 -1.46 0.99
H -3.31 -4.18 2.21
H 8.40 -6.47 -6.12
H -3.85 -6.91 3.34
C 5.90 -4.45 -2.20
C 8.25 -5.27 -1.35
H -6.18 8.24 5.18
H -0.99 8.39 2.97
H 4.09 5.67 1.55
H -1.46 7.57 1.47
H -0.55 0.64 1.60
H 2.30 6.10 2.04
C -5.91 -8.10 0.22
H 3.54 7.52 -0.06
O 7.68 -6.56 -3.57
I 4.64 -1.95 -3.61
H 2.67 4.55 1.03
H -2.57 4.53 1.10
C -2.10 2.72 2.55
H 8.72 -3.48 -5.76
C -0.37 3.78 -0.25
C -3.82 -4.88 1.53
H 0.81 6.29 -2.73
C 7.54 -3.49 -5.84
H -2.97 2.87 3.36
H 0.55 3.85 -2.33
C -0.25 4.33 1.29
C -3.42 9.18 0.83
C -0.68 -3.11 -0.37
H -3.18 9.17 6.01
H -6.76 -8.44 0.84
H -7.06 7.30 3.95
H 1.95 -2.29 -1.22
H -2.68 11.45 3.13
H -7.19 8.97 2.43
H -3.25 10.93 6.00
H 7.30 -3.58 -7.00
H 8.47 -4.45 -0.51
C 1.62 -3.17 -1.91
H -0.14 2.61 -0.21
H 9.29 -5.65 -1.72
N -2.82 9.08 2.15
H 4.89 -5.94 -4.95
N 7.84 -5.23 -3.85
C 0.55 6.01 -1.60
H -2.80 -1.30 0.05
H -1.48 -8.89 1.70
H 1.44 8.07 -1.16
H -1.88 5.05 2.79
C -3.00 10.05 5.38
H 5.61 -5.47 -1.70
H 3.66 -6.05 -2.98
H -1.48 3.86 -0.67
H -3.99 12.08 4.12
H 3.50 -4.09 -0.84
C 4.87 -4.16 -3.44
H 0.04 5.46 1.39
```

Multiplicity   2
<S²>   0.7546
LUMO level   -1.387 eV
E_tot   -3127.98728 a.u.

---

Record 2
7 unconnected molecules or ions with the total composition C39H89N3O7. Source: OMol25; level of theory: ωB97M-V with the def2-TZVPD basis set.

```
138
Properties=species:S:1:pos:R:3
H 1.51 -3.44 1.50
H -1.76 -3.70 -2.12
O -5.44 2.66 0.65
H 0.92 0.71 1.65
H -1.06 -1.05 2.11
C 2.45 -3.43 2.06
H 5.56 4.20 -2.34
C 5.70 5.39 1.44
C 6.16 6.41 0.30
O 2.55 -3.23 -1.32
C -1.00 4.02 2.38
H 2.08 -4.36 -3.87
C 6.34 5.84 -1.11
C -3.84 -5.20 0.15
H 5.54 7.08 2.88
H -5.35 -6.49 -0.86
N -4.70 2.66 -0.60
H 7.27 5.28 -1.02
N -2.99 -6.41 0.43
C -4.77 5.03 -0.69
C -0.22 -0.69 0.30
H -0.77 -8.53 0.52
H -0.89 -6.50 2.08
H -5.17 2.15 -3.99
C -1.80 -4.22 -1.16
C 4.94 6.26 2.50
H -4.21 -4.88 2.25
C 2.37 -2.46 3.26
O 4.23 3.56 1.81
C 2.79 -4.78 2.55
H -3.15 4.05 -2.54
H -5.94 -5.68 0.60
H 0.66 4.95 1.42
H 1.97 -5.31 3.03
H 2.82 -3.03 -4.76
C -3.63 0.55 -0.21
O 3.54 -3.02 1.21
O -3.26 -6.96 1.64
H -2.98 -3.67 1.79
H 7.06 6.95 0.59
C -6.59 3.87 -1.85
H 3.56 2.49 -1.71
H -4.73 3.03 1.18
H 6.54 6.56 -1.91
N 4.70 4.42 0.85
C -3.89 1.28 -2.54
C -1.22 -5.63 -1.28
C -1.33 2.64 2.96
H -3.71 -4.85 -1.93
C 3.13 -2.90 -2.51
H -4.35 0.46 -3.10
H 1.02 4.49 3.14
H -2.83 1.03 -2.54
H -0.33 -8.00 -1.08
C -4.18 3.74 -2.70
C -1.13 -7.97 -0.34
H -3.86 -3.48 -1.02
H 5.38 7.16 0.36
H -0.87 0.07 -0.13
H 3.36 -3.39 0.34
H 2.97 -5.35 1.64
H -4.08 0.45 0.78
C 1.01 0.07 0.78
H 0.46 -6.36 1.09
C 3.47 3.20 -0.88
C -1.57 -6.50 0.00
O -1.60 5.03 3.13
H -1.73 5.73 2.47
C -4.60 1.25 -1.13
H 3.14 2.51 -0.10
H 4.54 5.65 3.32
C -0.58 -6.05 1.14
H 1.77 -2.71 -1.09
H -7.21 3.60 -0.99
H -2.75 1.18 -0.12
H -6.48 0.39 -2.14
C -3.86 -4.22 1.46
H 4.28 5.25 -1.79
H -1.57 4.19 1.46
H 1.79 -0.67 0.97
H -7.11 4.80 -2.07
H 7.60 4.33 1.33
H -6.63 0.59 -0.35
H -5.59 -0.62 -0.97
H 4.47 -4.60 -2.39
H -1.30 -3.72 -0.33
C -5.10 3.77 -1.48
H -0.45 -1.30 -1.51
O 0.18 -1.45 -0.80
H -4.70 -3.52 1.38
H 0.84 3.36 1.65
H 2.55 -1.44 2.93
H -3.71 5.24 -0.55
H -0.65 -4.99 1.36
C 0.50 4.23 2.22
C 6.93 4.77 2.08
C 2.33 -3.30 -3.82
C -4.22 2.41 -3.51
H -4.14 -7.28 1.44
H -3.27 -0.45 -0.44
H 3.29 -1.82 -2.55
C 4.90 3.71 -0.41
H -5.12 5.91 -1.22
H -6.91 3.20 -2.65
H 2.67 3.86 -1.21
C -3.32 -4.42 -1.01
H 6.06 1.86 -1.12
C 6.03 2.62 -0.34
H 4.87 -3.29 -3.61
H -1.88 -8.64 -0.77
H 6.98 3.14 -0.28
H -1.97 -1.64 0.74
C -5.27 -5.59 -0.25
H 1.31 0.70 -0.06
H 3.74 -4.74 3.10
H 1.42 -2.52 3.80
H 5.17 -3.04 -1.85
H 6.76 4.13 2.95
H -0.16 -5.50 -1.50
H 7.53 5.61 2.44
C -5.95 0.39 -1.18
H -3.51 2.43 -4.34
H 1.37 -2.80 -3.78
H 4.15 6.89 2.09
C 5.23 4.80 -1.50
H 3.32 3.87 1.84
H -1.41 -6.15 -2.22
H 5.86 2.10 0.60
H -0.90 1.89 2.29
H -0.45 -2.49 1.51
H -5.66 -4.84 -0.94
H 3.15 -2.58 4.01
C 4.54 -3.53 -2.60
H -5.08 5.09 0.35
H -4.56 4.57 -3.29
H -2.42 2.66 2.99
C -0.97 -1.59 1.18
H -0.91 2.55 3.96
```

Charge   +1
ΔE to the lowest compared entry with this formula, charge and spin   125.8 kJ/mol
Multiplicity   2
<S²>   0.7542
LUMO level (alpha / beta)   -2.603 / -6.617 eV
E_tot   -2229.73760 a.u.

---

Record 3
A molecular structure, C39H95F2N10O10S2V. Source: OMol25; level of theory: ωB97M-V with the def2-TZVPD basis set.

```
159
Properties=species:S:1:pos:R:3
C -1.93 -2.95 4.20
C 4.14 0.09 -5.49
N -4.42 2.73 -4.71
C 2.26 -1.77 0.97
C 2.36 4.42 1.39
H -2.83 -6.65 1.23
C 4.53 -0.51 3.65
H -3.12 1.21 -4.02
C -2.92 -5.72 0.67
H -5.79 4.15 -5.71
N -3.73 4.49 3.30
C -2.44 -5.96 -0.75
H -0.68 -4.85 6.74
C 2.69 -1.32 2.35
C -0.10 1.49 -5.62
O -2.20 4.77 -0.92
H -0.54 -5.86 4.66
H 3.43 -0.60 -7.43
F -0.50 3.10 -2.45
O -3.01 3.48 1.42
H 2.28 0.31 -6.50
O -0.58 -0.49 -0.16
H -1.23 -3.24 6.81
N 1.63 5.69 1.49
C -0.41 4.31 4.56
H -0.55 -1.45 3.41
H -3.66 1.09 -5.64
H 3.54 -1.46 -2.16
H 0.41 2.18 -6.30
H -0.46 -1.25 -5.20
H -3.97 -5.42 0.54
H 1.84 -0.83 2.85
S 0.10 1.96 -1.46
H -2.03 -1.45 2.56
C 4.97 1.70 1.68
H 5.09 2.23 2.62
H -1.12 -5.11 3.21
H 2.83 4.35 0.41
H 3.11 4.42 2.18
H -2.52 -2.77 -3.19
C -5.44 3.12 -5.69
C -0.48 -4.94 4.08
H 2.24 -0.96 0.24
H -1.14 1.82 -7.94
C 0.89 -4.73 3.42
C -1.31 -4.15 6.20
H -0.88 2.32 6.95
H -3.17 -5.11 -3.08
C -1.36 0.81 -7.58
H -0.78 1.27 3.90
O -0.95 5.30 5.01
H 4.16 0.03 5.78
H -3.02 6.44 3.21
H -5.08 2.84 -6.68
H 1.93 -0.89 -2.03
V -2.84 3.35 -0.70
C -0.01 1.88 4.37
C -1.34 -2.13 3.06
C 0.28 5.71 1.42
C -3.40 3.42 2.60
N -0.87 0.49 -6.37
C 0.28 -4.51 -0.86
H -0.05 6.76 1.38
C -1.46 2.79 6.15
H 5.83 -2.11 -6.46
H -1.44 -5.64 -3.18
H -2.74 -3.60 3.83
C 2.61 -1.21 -4.09
H -2.79 -4.93 7.40
O -3.39 3.41 -2.76
C -3.96 4.46 4.73
H 2.98 -2.51 0.61
H 5.74 -1.28 -4.02
H -1.86 -0.33 -4.72
H -0.93 -2.90 -1.38
H 3.38 0.75 0.76
H 1.70 -4.91 4.13
N 3.80 -1.20 -4.92
F -1.84 0.85 1.35
H -1.89 -1.35 -6.20
H 1.12 -3.76 2.98
H 6.34 -3.38 -5.25
C 3.68 0.85 1.80
H 4.81 -1.55 3.85
H -4.42 4.63 -4.04
C -1.12 -3.83 -0.85
H 1.96 7.84 1.34
H 5.48 0.02 3.64
H -2.26 2.08 5.93
H 3.33 1.05 4.63
H 0.61 1.22 4.98
H 4.83 2.37 0.83
H -3.58 3.53 5.16
C -3.75 5.81 2.69
H 1.82 -0.66 -4.59
N 3.88 -0.49 2.34
H -2.95 -5.60 5.76
H -0.92 -2.82 2.33
C -1.30 -0.67 -5.59
C 5.54 -2.74 -5.63
O 0.25 0.93 -2.47
H 0.50 0.84 -4.99
H 0.25 -5.60 -0.75
H -3.52 -3.97 6.17
H -2.10 -3.58 -4.65
C -2.12 -4.84 -2.89
H 2.83 -2.21 2.97
C 3.68 0.03 4.81
H -6.31 2.48 -5.49
H 3.18 0.24 -2.60
H -2.44 -4.93 1.25
H -4.74 6.26 2.76
H 4.00 0.93 -4.80
N -0.66 3.04 4.96
H 4.71 -2.57 -3.60
H 0.60 2.22 3.53
S -0.55 0.84 0.38
H 3.21 6.82 0.75
C -4.00 1.36 -4.64
H -0.75 2.07 -4.96
C -2.73 -4.70 6.33
O 1.26 2.64 -0.98
H 4.80 -3.47 -5.96
N -2.17 -4.68 -1.42
N -1.20 2.07 -0.61
N -0.91 -3.76 4.84
H -1.41 -3.53 0.16
C 4.98 -1.95 -4.46
H 5.18 0.19 -5.82
H -1.50 -6.52 -0.78
C 2.83 -0.80 -2.65
H -2.31 -2.29 5.00
O 0.44 1.15 1.37
C 3.34 0.27 -6.79
H 0.97 -5.41 2.57
H 2.81 -0.62 4.95
C -4.06 3.63 -3.78
H 3.51 1.24 -7.28
H -0.81 -3.19 -3.54
H -1.81 3.72 6.58
H 1.68 3.58 1.48
O -2.11 0.09 -8.23
H 1.29 -2.26 1.04
H 5.83 1.04 1.62
C 2.44 6.88 1.52
H 0.29 4.34 3.71
H -5.02 4.55 4.98
O -0.44 4.73 1.35
H 2.98 6.96 2.47
C -1.84 -3.52 -3.59
H -4.77 0.63 -4.38
H -3.44 5.23 5.28
H -3.41 2.51 3.21
H 2.32 -2.27 -4.09
H 2.88 1.44 2.27
H -3.23 -6.46 -1.32
H -3.38 5.80 1.66
H 0.96 -4.18 -0.07
H 0.75 -4.35 -1.83
```

Charge   +1
ΔE to the lowest compared entry with this formula, charge and spin   340.7 kJ/mol
Multiplicity   2
<S²>   0.7961
LUMO level (alpha / beta)   -5.428 / -5.019 eV
E_tot   -4782.64506 a.u.

---

Q: Which value of <S²> does entry 3 give?
A: 0.7961